[1]
{
  "formula": "C4H12N4",
  "method": "ωB97M-V/def2-TZVPD",
  "homo_lumo_gap_ev": 9.964,
  "energy_ha": -378.6383,
  "smiles": "CC(C)=N.N=C(N)N",
  "lumo_energy_ev": 0.7422,
  "symbols": ["C", "C", "C", "N", "H", "H", "H", "H", "H", "H", "H", "N", "C", "N", "N", "H", "H", "H", "H", "H"],
  "positions_angstrom": [[-1.8162, 0.0950, -0.7033], [-1.5236, -1.3179, -0.3010], [-1.0857, -1.5054, 1.1224], [-1.6351, -2.2192, -1.1732], [-2.0955, 0.1304, -1.7518], [-0.9338, 0.7105, -0.5396], [-2.6278, 0.4957, -0.0987], [-1.0876, -2.5576, 1.4015], [-1.7293, -0.9503, 1.8016], [-0.0684, -1.1182, 1.2213], [-1.4176, -3.1598, -0.8471], [1.7565, -0.2121, 0.3806], [1.7840, 1.0265, 0.1074], [1.9222, 1.9381, 1.1289], [1.6674, 1.5927, -1.1510], [1.7328, -0.8182, -0.4327], [1.4914, 2.8384, 0.9927], [1.7844, 1.5366, 2.0426], [1.8401, 0.9746, -1.9281], [2.0420, 2.5201, -1.2723]],
  "forces_ev_per_a": [[-0.014, -0.011, -0.091], [0.031, 0.210, 0.416], [0.062, -0.225, -0.040], [-0.099, -0.477, -0.812], [-0.011, 0.021, -0.051], [0.058, 0.146, 0.044], [-0.059, 0.100, 0.086], [-0.029, -0.052, 0.024], [-0.068, 0.052, 0.083], [-0.084, 0.023, 0.098], [0.041, 0.137, 0.332], [0.160, -0.501, 0.208], [0.038, -0.036, -0.277], [-0.004, 0.356, 0.044], [-0.027, 0.142, -0.056], [-0.003, 0.161, -0.106], [-0.030, -0.035, 0.065], [0.003, 0.007, -0.043], [-0.039, 0.051, 0.089], [0.074, -0.068, -0.013]],
  "nbo_charge": [-0.673, 0.333, -0.712, -0.653, 0.230, 0.224, 0.215, 0.211, 0.214, 0.272, 0.329, -0.796, 0.578, -0.827, -0.842, 0.343, 0.378, 0.401, 0.393, 0.384]
}


[2]
{
  "formula": "C4H12N4O",
  "method": "ωB97M-V/def2-TZVPD",
  "homo_lumo_gap_ev": [6.866, 7.101],
  "energy_ha": -453.7139,
  "lumo_energy_ev": [0.7464, 0.7220],
  "symbols": ["C", "C", "C", "N", "C", "N", "N", "N", "O", "H", "H", "H", "H", "H", "H", "H", "H", "H", "H", "H", "H"],
  "positions_angstrom": [[-0.1016, -0.7724, 0.2368], [0.0686, 0.6014, 0.0157], [-0.1857, 1.2283, -1.3181], [-2.1435, -0.4073, 0.4504], [2.2444, 0.2761, -0.1480], [-2.9935, 0.0294, -0.5729], [0.1929, -1.4042, 1.4373], [2.9095, -0.4591, 0.7705], [2.8009, 0.9602, -0.9854], [-2.2680, 0.2281, 1.2403], [-0.0925, -1.4271, -0.6275], [0.0437, 1.2573, 0.8823], [-2.8830, 1.0033, -0.8621], [-2.9153, -0.5749, -1.3835], [0.0249, -0.8283, 2.2533], [-0.2892, -2.2891, 1.5343], [2.3910, -1.1325, 1.3154], [3.9246, -0.4903, 0.7658], [0.7074, 1.7539, -1.6721], [-0.4435, 0.4827, -2.0734], [-0.9920, 1.9646, -1.2592]],
  "forces_ev_per_a": [[-3.656, 0.055, 0.662], [3.878, 0.051, -0.353], [-0.056, -0.006, 0.024], [0.875, -1.388, -0.170], [-0.378, 1.832, -0.467], [-0.130, 0.288, -0.113], [0.074, 0.187, -0.159], [-0.351, -0.347, 0.222], [-0.522, -0.518, 0.389], [0.270, 0.019, -0.159], [-0.114, 0.047, 0.039], [0.014, -0.136, -0.019], [0.214, -0.296, -0.038], [-0.058, 0.065, 0.246], [0.003, 0.012, -0.076], [0.017, 0.088, -0.053], [0.094, 0.159, -0.020], [-0.276, 0.021, -0.203], [0.078, -0.074, 0.158], [-0.019, 0.040, 0.095], [0.043, -0.098, -0.005]],
  "nbo_charge": [0.146, -0.164, -0.655, -0.615, 0.601, -0.653, -0.824, -0.870, -0.641, 0.317, 0.209, 0.216, 0.319, 0.345, 0.379, 0.397, 0.413, 0.391, 0.266, 0.214, 0.212]
}